No. 1
This record from OMol25 describes C35H50BrNOOsSbSe4SiTe as an isolated structure in a non-equilibrium geometry. The level of theory is the ωB97M-V functional and the def2-TZVPD basis.

ORCA input file:
```
! wB97M-V def2-TZVPD RIJCOSX def2/J DEFGRID3
* xyz 0 2
C 4.63118 -0.88956 5.68674
H 5.64390 -0.95980 3.21338
C 0.73356 -1.42436 5.45172
H 3.34647 -3.15447 4.97723
H 4.18228 -0.71910 2.27146
C -1.71022 -2.26041 1.36531
H 4.18125 1.98568 4.79888
C 4.65108 -0.50997 3.23269
Si 2.06593 -0.31442 4.56183
H 0.51397 -2.39695 7.36597
H 3.49408 0.62383 -6.82780
C 3.22215 2.33595 4.42292
Te 1.30090 -1.70692 -2.38017
C 0.35396 -2.67501 4.64903
H 4.09871 -1.27342 6.55355
H 5.58884 -1.40551 5.62533
H 0.81076 3.33671 4.86987
Os 0.41312 0.20402 0.14538
H -1.31283 -1.30584 6.13770
H 4.75429 -3.01027 3.93748
Se -0.04505 4.23837 -3.36780
C -0.92151 -4.53082 1.46209
H -1.69743 -1.26310 0.91551
C 1.28571 -1.86896 6.80791
H 4.16385 -2.19937 -8.71654
C -1.85942 -4.80095 2.44192
H 4.04214 -3.22104 -2.53192
H 2.46134 1.38743 -1.73814
N 0.62329 -1.79942 -0.28972
C 3.02283 -0.71924 -1.58877
H -0.25907 -5.30366 1.09722
H 0.67490 2.26770 3.49292
C 2.53185 -2.59039 -4.96457
H 4.67276 -3.62644 -0.93544
C 2.11645 -1.35367 -4.48604
C 3.73212 -1.48928 -6.74907
H 4.83526 0.16523 5.85212
C 3.84418 -1.10671 4.39366
C 0.12401 -2.99617 -0.18431
C 4.24529 1.13108 -0.64012
Se 0.00541 2.36615 0.31354
C 2.42056 -0.17290 -5.17163
Se -3.45098 3.43505 -1.27743
Sb -1.27402 2.61938 -2.07205
H 4.32626 2.19276 -0.46904
C 2.04585 1.57676 5.04985
H 1.50611 -3.85734 -3.50838
H 3.68662 -3.60373 -6.44427
H 5.84533 -1.79493 -0.09645
C -2.71291 -3.80396 2.88657
H 2.12739 -2.54819 6.68971
H -0.42490 0.19357 6.34987
Br 1.40915 -0.33561 2.38626
C 3.15706 0.64610 -1.34597
C 3.23612 -0.27869 -6.29584
C 4.00117 -1.60298 -1.14637
C 2.15264 1.71728 6.57228
H 1.20042 -3.33643 4.48082
C 4.63210 -1.59183 -7.94232
H -3.28963 -1.74296 2.70362
H 2.99088 -4.53242 -4.17220
C -0.84740 -3.25456 0.91851
Se -0.02853 0.28437 -2.12188
H -0.13189 1.86175 5.00883
H -1.93838 -5.79653 2.85573
C 1.90686 1.18556 -4.80472
C 2.11862 -3.91843 -4.40255
O 0.42483 -3.89199 -1.00990
C 0.76943 2.28783 4.57902
H -0.98562 -0.28770 4.74248
H 5.56933 -2.07650 -7.66579
H -0.07607 -2.41794 3.68099
C -0.56932 -0.65095 5.68174
H 3.04017 1.22259 6.96373
H 3.13957 3.39443 4.66757
C 5.08679 -1.10274 -0.43968
C -2.63317 -2.52711 2.35750
H 4.77557 0.56451 3.31970
H 2.15915 1.91563 -5.56765
H 0.81390 1.18987 -4.71327
H 2.21782 2.77278 6.83534
H -3.44503 -4.01625 3.65141
C 3.75680 -2.61395 4.12769
C 3.35073 -2.64027 -6.08644
C 5.19801 0.24958 -0.16366
H 3.21051 2.25503 3.33643
H 1.52820 -4.45872 -5.14464
H 1.61208 -1.02427 7.41026
H 3.14718 -2.83007 3.24975
H -0.40832 -3.23824 5.19023
H 2.34375 1.54306 -3.87146
H 1.28168 1.30662 7.07851
C 3.90216 -3.06006 -1.45899
H 6.03725 0.60686 0.41368
H 4.84910 -0.61285 -8.35987
H 2.93763 -3.47698 -1.15993
*
```

Summary:
Expectation value of S²: 1.09
Kohn-Sham gap (spin up / spin down): 4.93 / 4.86 eV
HOMO level (spin up / spin down): -0.2760 / -0.2776 hartree

=====

No. 2
This record from OMol25 describes C35H50GaN10O as an isolated structure in a non-equilibrium geometry. The level of theory is the ωB97M-V functional and the def2-TZVPD basis.

ORCA input file:
```
! wB97M-V def2-TZVPD RIJCOSX def2/J DEFGRID3
* xyz -1 1
C 0.30592 2.48311 -7.86675
C 9.14433 3.76074 -0.19043
H 1.83839 -6.04208 -1.43501
H -4.50046 0.81109 9.53507
H -4.48189 -3.79110 -1.55870
H -2.05399 -7.08149 -2.54121
C -3.28840 3.49663 3.42621
C 0.36029 -2.63808 -0.89461
C -5.63420 3.34164 7.76313
H -0.61506 1.57892 3.39467
C 3.99259 1.72560 -3.27305
C -7.19275 -1.92981 -1.42019
H 2.27276 -1.55384 2.98425
C 0.87780 -6.52878 -1.45773
H 0.73094 -0.81495 6.96707
H -1.55821 -8.60307 -0.61196
H 1.05944 0.58815 -0.33930
H 0.79538 -2.56017 0.09388
C 3.53269 3.60250 -2.12104
N 0.44479 -0.75678 3.72493
H 10.27786 2.70755 1.34676
H 4.50563 0.87564 -3.69089
H -1.06314 -0.09452 5.06632
H 0.44741 1.27731 -1.71600
C -4.74526 1.55380 8.79449
C -0.07825 -0.51618 4.96020
C -1.42080 2.26446 3.20476
C -1.58774 2.99473 2.06114
C 9.60827 2.67545 0.50361
H -6.16759 2.93500 9.83913
C 1.69321 -1.29121 3.85260
H -6.95124 -0.85460 -3.22348
H 0.95975 -8.02761 0.20810
H -6.15985 4.23145 7.46170
H 9.32825 4.81391 -0.06490
H -3.08267 -0.20884 -0.35640
H -2.56746 -0.69786 1.94185
H 0.33795 1.93235 -9.97714
C 0.41872 -7.56768 -0.60224
H -1.24117 -0.90897 -2.85795
N -1.82518 -0.84466 1.26671
H -2.78233 -1.98357 -0.20596
Ga -0.71181 -0.93205 -1.33856
C -0.85568 -7.88226 -0.99429
C -5.29877 -3.10612 -1.71037
H -3.58008 0.94385 6.99376
C -5.44613 -2.26734 -2.77938
C -4.26254 1.59423 7.51375
H -1.21631 -0.03236 1.24424
C 9.04053 1.51660 -0.09293
C -5.61718 2.66467 8.95340
H 1.05984 2.50485 -5.89402
H -4.19846 3.99118 3.72400
H -0.57464 3.07947 -7.70037
H 7.65075 1.38546 -1.83145
C 2.19331 1.42332 -7.30574
C -2.36559 -0.98840 -0.11392
H -4.82828 -2.11326 -3.64717
H -6.59886 -3.38479 0.09278
C 2.67594 2.03943 -3.47032
H -0.38161 -3.42286 -0.82795
H 2.63125 0.64384 -9.29465
H -1.00270 3.03497 1.15768
H -4.63119 2.95586 5.94366
H 2.88852 -1.77497 5.61600
C 8.25225 1.93720 -1.12944
N 0.23280 0.71017 -0.90926
H 1.90695 1.54311 -4.03853
N -1.17796 -7.07323 -2.05233
H -8.11425 -1.47870 -1.09367
C 1.36107 -2.98658 -1.85921
H 7.83464 3.87945 -1.84429
H -0.03303 -0.57322 2.85463
C -0.12766 -6.24334 -2.33740
H 1.51198 3.63838 -2.72922
C 1.97527 -1.39139 5.19195
C 1.99204 1.21696 -8.64422
N 8.31975 3.30227 -1.18123
H 9.19231 0.49329 0.20626
C 4.53809 2.72069 -2.41740
O 1.15361 -3.20138 -3.00844
N 2.40514 3.18203 -2.76878
C -6.40637 -2.89246 -0.84583
H -2.67313 2.17899 5.05824
N -4.80935 2.68299 6.89393
H 5.54934 2.77619 -2.05099
H 2.40288 -3.03381 -1.48450
H -3.09175 4.36992 1.51295
C 0.84789 -0.89083 5.89851
N -6.59951 -1.55323 -2.59577
C 0.79240 1.89091 -9.00125
H 3.52253 4.48545 -1.50539
H 2.97462 1.08799 -6.64542
N -2.72455 3.74180 2.20367
N 1.16591 2.19611 -6.84294
C -2.49964 2.58052 4.07304
H -0.17930 -5.52374 -3.13745
*
```

Summary:
Kohn-Sham gap: 6.80 eV
HOMO level: -0.1680 hartree